1.
Below is a molecular structure, C41H99N6O16V2, with properties calculated with wB97M-V/def2-TZVPD.

Geometry as XYZ:
```
164
Properties=species:S:1:pos:R:3
O 8.36029 3.87110 3.00416
V 8.01951 3.48206 1.37873
O 9.36375 3.94082 0.61800
O 4.63221 -3.77466 1.05841
V 5.29966 -2.85094 2.15375
O 4.73795 -3.32900 3.56126
C 0.23446 1.24535 -0.21348
C 1.10745 1.35275 1.07298
O 2.47843 1.13776 0.95876
H -0.84645 1.37363 -0.15641
H 0.44166 0.29025 -0.69614
H 0.49452 2.04080 -0.91185
H 0.64921 0.84918 1.92418
H 0.83852 2.28467 1.57026
C -1.39977 -6.15518 5.84978
O -0.69043 -7.40325 6.05619
C 0.39323 -7.22888 6.99652
C 1.25582 -8.44701 7.19730
N 1.94164 -8.81940 5.99238
C 2.62855 -10.09359 6.24101
C 2.74123 -10.75993 4.85525
O 1.45104 -11.03074 4.17710
C 1.42427 -11.78660 2.93867
H -2.17371 -6.60271 5.22621
H -0.87678 -5.40636 5.25492
H -1.87457 -5.68726 6.71217
H -0.21182 -6.92201 7.84965
H 1.07052 -6.46701 6.61059
H 0.55406 -9.22334 7.50216
H 2.09789 -8.35346 7.88307
H 1.51181 -8.79985 5.07862
H 2.03969 -10.74162 6.89016
H 3.62959 -9.93537 6.64224
H 3.22602 -11.70872 5.08517
H 3.27096 -10.25761 4.04583
H 1.91851 -11.34707 2.07227
H 0.46553 -12.28395 2.79187
H 2.04058 -12.63449 3.23754
C -2.43356 -5.45969 -2.30294
O -3.46430 -5.88821 -3.19600
C -3.40860 -7.24877 -3.73668
C -2.07715 -7.67024 -4.51683
N -1.99171 -6.71600 -5.61660
C -2.80195 -7.06883 -6.75772
C -2.57163 -6.28207 -8.04960
O -3.78540 -6.35049 -8.79146
C -3.69479 -5.75245 -10.12085
H -2.63490 -4.51171 -1.80406
H -1.64492 -5.11565 -2.97211
H -1.97469 -6.18796 -1.63423
H -4.37604 -7.31795 -4.23405
H -3.51949 -7.95120 -2.91060
H -2.17537 -8.72758 -4.76277
H -1.26483 -7.39472 -3.84428
H -2.22500 -5.77210 -5.34325
H -3.83584 -6.94068 -6.43717
H -2.74665 -8.13776 -6.96372
H -1.73053 -6.74945 -8.56168
H -2.25336 -5.29939 -7.70156
H -2.98197 -6.27000 -10.76281
H -3.56684 -4.68252 -9.95660
H -4.61651 -5.51485 -10.65195
C 0.84369 -0.27846 -12.83527
O 0.00453 0.83220 -12.85457
C -0.27245 1.24523 -11.54017
C -1.51007 2.16370 -11.67837
N -1.24384 3.27598 -10.74451
C -1.24716 3.10955 -9.27768
C -1.96704 2.02981 -8.52172
O -3.18015 1.74859 -9.22465
C -3.99067 0.82904 -8.46207
H 0.51833 -1.16395 -12.28924
H 1.88445 -0.09989 -12.56501
H 1.04725 -0.69735 -13.82076
H 0.70738 1.60554 -11.22677
H -0.48372 0.39026 -10.89792
H -2.45947 1.62965 -11.63937
H -1.61849 2.63010 -12.65756
H -1.91799 3.98383 -10.99858
H -1.80009 4.00731 -9.00129
H -0.23689 3.14261 -8.86981
H -2.03285 2.52876 -7.55486
H -1.35126 1.13075 -8.54653
H -4.92737 0.69448 -9.00298
H -4.30508 1.28001 -7.52087
H -3.45793 -0.07077 -8.15446
C 5.27772 6.01332 -0.74207
O 5.85018 5.03082 -1.54959
C 5.20126 4.96445 -2.81824
C 5.93153 4.00458 -3.82194
N 5.98182 2.68668 -3.21925
C 6.93685 1.82524 -3.84483
C 6.13219 0.95378 -4.84868
O 4.89428 0.43904 -4.34100
C 4.10131 -0.17523 -5.33035
H 6.15899 6.54607 -0.38479
H 4.64560 5.79959 0.11981
H 4.86587 6.79086 -1.38543
H 5.18832 5.92582 -3.33176
H 4.17528 4.72037 -2.54276
H 6.96020 4.34379 -3.94387
H 5.27823 4.00927 -4.69445
H 5.11864 2.21412 -2.99190
H 7.51956 1.25018 -3.12521
H 7.76496 2.34533 -4.32633
H 6.74164 0.30534 -5.47812
H 5.90825 1.73327 -5.57693
H 3.06232 -0.32533 -5.03699
H 4.44631 -1.17222 -5.60437
H 4.03837 0.34781 -6.28459
C -10.05367 7.13393 -0.87643
O -9.45560 5.92824 -0.34997
C -8.30568 5.30848 -0.95990
C -6.97808 5.41616 -0.09773
N -6.64510 6.87833 0.21352
C -5.32481 7.30438 0.76550
C -4.16758 7.15600 -0.28897
O -3.80388 8.52598 -0.69616
C -4.73864 9.44104 -1.33681
H -10.47057 7.11095 -1.88330
H -9.15118 7.74439 -0.90747
H -10.79410 7.61829 -0.23983
H -8.13647 5.94516 -1.82828
H -8.57891 4.27903 -1.19159
H -6.02456 5.18461 -0.57237
H -7.01607 4.68918 0.71354
H -7.52273 7.24427 0.55404
H -5.02671 6.66327 1.59510
H -5.39644 8.35437 1.04921
H -4.48358 6.54443 -1.13410
H -3.31634 6.67598 0.19382
H -5.05119 9.16884 -2.34493
H -4.20487 10.39118 -1.35751
H -5.59914 9.63171 -0.69549
C 3.19465 4.96514 12.39310
C 2.04809 4.04368 11.82834
C 1.91777 4.41098 10.23494
C 1.24607 3.33247 9.41268
C 1.96923 1.98597 9.69729
C 1.93088 1.56602 11.22545
N 2.55723 2.63879 12.00705
O 2.59285 2.27923 13.36383
C 0.56874 1.09760 11.68905
C 2.90026 0.32183 11.25356
C 0.71143 4.20877 12.47398
H 3.13760 4.98321 13.48146
H 2.96241 5.99191 12.11041
H 4.15494 4.51947 12.13364
H 1.57660 5.44268 10.14953
H 2.88515 4.59653 9.76819
H 1.33878 3.55901 8.35052
H 0.20389 3.24941 9.72101
H 2.94766 2.13846 9.24175
H 1.25621 1.35069 9.17181
H 0.17904 0.37619 10.97086
H 0.52443 0.54048 12.62486
H -0.10558 1.95391 11.70011
H 2.45687 -0.46242 10.64001
H 3.80560 0.57388 10.70136
H 3.32795 -0.03907 12.18894
H -0.16473 3.89665 11.90562
H 0.39774 5.25103 12.41559
H 0.67990 3.80398 13.48554
H 3.39191 1.75333 13.44459
```

## Properties
Energy above the lowest of the compared OMol25 structures with the same formula, charge and spin ... 441.4 kcal per mole
Multiplicity ... 1
Highest occupied orbital energy ... -0.34592 hartree
Strongest force on any atom ... 7.20 eV/Å
Total charge ... +1
Electronic energy ... -5040.65233 hartree
LUMO level ... -0.2705 hartree

***

2.
Below is a gas-phase ion, C12H14NO (charge +1), with properties calculated with wB97M-V/def2-TZVPD.

Geometry as XYZ:
```
28
Properties=species:S:1:pos:R:3
C -0.12405 2.08991 -0.85778
C -1.22581 1.77799 -1.76385
C -0.84204 -0.62551 -1.26165
C 0.63951 1.02855 -0.39497
C 0.14329 -0.21108 -0.54976
C -1.59016 0.43246 -1.94872
C 2.78187 -2.09609 1.40950
C 1.68935 -2.23495 2.14195
C 1.75594 1.25677 0.59538
C 1.59401 -1.12525 1.24185
C 0.42686 0.51138 2.42974
C -3.19052 -1.16766 -2.61151
N 1.61931 0.31586 1.70183
O -2.67143 0.14366 -2.71806
H 0.11611 3.07637 -0.71118
H -1.72846 2.55950 -2.25872
H -1.20578 -1.64780 -1.36428
H 3.74596 -2.48651 1.09816
H 1.29112 -2.72502 2.97363
H 2.76455 1.10768 0.14215
H 1.59642 2.29153 0.79070
H 0.25478 1.60419 2.45864
H -0.40961 0.23683 1.70130
H 0.25770 -0.12308 3.36458
H -2.51624 -1.90857 -3.01381
H -4.11470 -0.97988 -3.32727
H -3.43705 -1.49069 -1.62396
H 2.37909 0.38943 2.35611
```

## Properties
Energy above the lowest of the compared OMol25 structures with the same formula, charge and spin ... 126.4 kcal per mole
Multiplicity ... 1
Highest occupied orbital energy (spin up / spin down) ... -0.43707 / -0.43708 hartree
Strongest force on any atom ... 5.78 eV/Å
Total charge ... +1
Electronic energy ... -595.13563 hartree
LUMO level (spin up / spin down) ... -0.1412 / -0.1413 hartree

***

3.
Below is a single C4H5NO molecule, with properties calculated with wB97M-V/def2-TZVPD.

Geometry as XYZ:
```
11
Properties=species:S:1:pos:R:3
O -1.24586 2.05446 0.56178
C -0.58505 1.14685 0.12265
C -1.07284 -0.45524 -0.37075
C 0.22902 -1.13435 -0.14209
C 1.18057 -0.28403 0.24814
N 0.79780 1.05487 0.32622
H -1.56453 -0.92457 -1.27001
H -1.84244 -0.54123 0.39380
H 0.49811 -2.14003 -0.44023
H 2.16777 -0.54116 0.59406
H 1.43746 1.76443 -0.02356
```

## Properties
Energy above the lowest of the compared OMol25 structures with the same formula, charge and spin ... 31.4 kcal per mole
Multiplicity ... 1
Highest occupied orbital energy ... -0.32052 hartree
Structure (SMILES) ... O=C1CC=CN1
Strongest force on any atom ... 1.77 eV/Å
Electronic energy ... -285.36450 hartree
LUMO level ... 0.0333 hartree

***

Number 1 is which compound? C41H99N6O16V2